[1]
ORCA calculation (ωB97M-V with the def2-TZVPD basis set) on a gas-phase ion, C7H10N3 (charge +1) at a distorted geometry.

## Properties
Structure (SMILES): C=N/C=C1\C=C(C)N=[N+]1C
LUMO in eV: -4.97
HOMO-LUMO gap in eV: 7.84
Net charge: +1
HOMO level in eV: -12.81

Last column: Mulliken charge in e.
Cartesian coordinates (Å):
C1 2.1304 2.8261 1.2778  -0.17
N1 1.9459 1.5974 1.1207  0.09
C2 1.8001 0.3565 1.0470  -0.23
C3 0.4892 -0.0528 0.0566  0.30
C4 -0.4628 0.7846 -0.4427  -0.30
C5 -1.4709 -0.0836 -0.9131  0.14
C6 -2.8054 0.0262 -1.6225  -1.03
N2 -1.1472 -1.3100 -0.5746  -0.76
N3 0.0421 -1.3349 -0.0433  0.70
C7 0.5899 -2.6039 0.3108  -0.83
H1 2.8884 3.3917 0.7030  0.30
H2 1.5432 3.4026 2.1251  0.28
H3 2.3455 -0.4385 1.7088  0.33
H4 -0.5008 1.8466 -0.4637  0.38
H5 -3.4296 0.9980 -1.2605  0.26
H6 -2.7560 0.2374 -2.6722  0.25
H7 -3.4229 -0.8378 -1.4833  0.33
H8 1.5428 -2.9555 -0.2582  0.28
H9 0.9029 -2.5921 1.3121  0.34
H10 -0.2247 -3.2582 0.0721  0.35



[2]
ORCA calculation (ωB97M-V with the def2-TZVPD basis set) on a molecular structure, C32H33N6O2SSeTi at a distorted geometry.

## Properties
LUMO (alpha / beta) in eV: 0.21 / -0.01
HOMO-LUMO gap (alpha / beta) in eV: 7.14 / 7.45
Multiplicity: 2
HOMO level (alpha / beta) in eV: -6.93 / -7.46

Last column: Mulliken charge in e.
Cartesian coordinates (Å):
Ti1 -1.3052 -0.4636 -0.3248  -1.28
C1 3.3129 1.8183 2.1688  -0.87
C2 4.1707 0.6034 2.3406  1.40
C3 5.1498 0.5802 3.3317  -0.78
C4 6.0023 -0.4976 3.4960  -0.71
C5 5.8888 -1.5965 2.6577  -0.60
C6 4.9059 -1.6070 1.6844  -0.83
C7 4.0514 -0.5202 1.5242  -0.12
N1 3.0816 -0.5777 0.4857  0.44
C8 1.7186 -0.4464 0.6727  -0.01
N2 1.3339 -0.4806 1.9714  0.05
C9 0.0559 -0.3892 2.6002  0.91
C10 -1.1229 -0.3219 1.8652  -0.40
C11 -2.2928 -0.2817 2.6471  -0.35
C12 -2.2905 -0.2681 4.0320  -1.17
C13 -1.0840 -0.3170 4.7130  -0.81
C14 0.1100 -0.3874 4.0168  1.07
C15 1.4080 -0.4845 4.7658  -1.33
N3 0.8998 -0.3076 -0.3462  1.23
C16 1.5358 -0.3803 -1.6377  -1.76
C17 1.6222 -1.6085 -2.2828  0.11
C18 2.1341 -1.6897 -3.5675  -1.07
C19 2.5688 -0.5346 -4.2061  -0.66
C20 2.5094 0.6819 -3.5462  -0.91
C21 2.0064 0.7860 -2.2513  2.21
C22 2.0142 2.1073 -1.5422  -1.51
H1 3.8536 2.7055 2.4912  0.62
H2 2.3920 1.7562 2.7539  0.17
H3 3.0190 1.9500 1.1341  -0.18
H4 5.2537 1.4455 3.9710  0.44
H5 6.7568 -0.4762 4.2677  0.41
H6 6.5483 -2.4437 2.7692  0.40
H7 4.7807 -2.4641 1.0371  0.49
H8 3.3828 -0.8051 -0.4493  0.25
H9 2.1013 -0.6586 2.6040  -0.18
H10 -3.2534 -0.2944 2.1319  0.54
H11 -3.2222 -0.2432 4.5854  0.43
H12 -1.0602 -0.3162 5.7960  0.35
H13 1.2360 -0.4274 5.8404  0.39
H14 2.0990 0.3194 4.5081  0.19
H15 1.9259 -1.4301 4.5768  0.36
H16 1.2556 -2.4920 -1.7789  0.52
H17 2.1719 -2.6467 -4.0654  0.45
H18 2.9515 -0.5814 -5.2155  0.42
H19 2.8641 1.5773 -4.0389  0.47
H20 1.7611 2.9201 -2.2224  0.52
H21 3.0084 2.3141 -1.1415  0.34
H22 1.3028 2.1269 -0.7069  -0.17
C23 -1.8234 -0.3250 -4.5271  -1.96
C24 -2.2498 -0.2794 -3.0953  0.85
O1 -1.3874 -0.1708 -2.2866  0.34
C25 -3.6594 -0.3552 -2.6973  0.87
C26 -4.6561 -0.3522 -3.6951  -0.84
C27 -5.9848 -0.3522 -3.3776  -0.90
C28 -6.3619 -0.3699 -2.0221  -0.51
C29 -5.4345 -0.3902 -1.0234  -0.89
C30 -4.0490 -0.3923 -1.3403  0.04
O2 -3.2008 -0.3950 -0.3974  0.73
H23 -0.7387 -0.3106 -4.5661  0.16
H24 -2.2199 0.5186 -5.0861  0.43
H25 -2.1865 -1.2430 -4.9834  0.42
H26 -4.3607 -0.3490 -4.7318  0.41
H27 -6.7324 -0.3518 -4.1551  0.40
H28 -7.4130 -0.3803 -1.7656  0.43
H29 -5.7156 -0.4390 0.0181  0.54
N4 -3.4295 2.5753 1.2066  -0.38
C31 -2.9115 2.5947 -0.0204  0.70
N5 -3.7594 2.8052 -1.0562  -0.39
S1 -1.2470 2.4105 -0.2748  -0.44
H30 -4.4244 2.5233 1.3526  0.23
H31 -2.8262 2.2409 1.9545  0.19
H32 -4.7501 2.6561 -0.9552  0.24
H33 -3.3667 2.7097 -1.9796  0.21
Se1 -1.9181 -4.1199 -2.8308  -0.28
C32 -1.5035 -3.1854 -1.3420  0.32
N6 -1.2035 -2.5261 -0.4389  -0.40



Result set for energy relative to the best compared isomer or geometry (same formula, charge and spin): 3.859 0.855 eV, one per record in the order listed.
Result set for energy: -11881.1552 -146056.8817 eV, one per record in the order listed.